Formula: C4H5N3O3S
Source: OMol25
Level of theory: ωB97M-V/def2-TZVPD

Its SMILES is O=S1(=O)N=CN2CCOC2=N1. For the maximum force, the calculation gives 3.492 eV/Å. The molecular weight comes out at 175.2 g mol⁻¹. Its energy relative to the best compared isomer or geometry (same formula, charge and spin) is 14.2 kcal per mole. The electronic energy comes out at -25675.1987 eV.

CARTESIAN COORDINATES (ANGSTROEM)
1 C -0.34517 1.40899 0.53846
2 C 0.39227 -0.41149 -0.76537
3 C -0.39991 -0.91208 1.33226
4 C -0.55681 -2.10017 0.46828
5 N 0.08771 2.36885 -0.22823
6 N 0.80966 0.27007 -1.71815
7 N 0.03894 0.12775 0.46361
8 O 2.32586 2.12161 -1.53214
9 O 0.22109 2.45227 -2.66603
10 O 0.20385 -1.75710 -0.68485
11 S 0.94563 1.83987 -1.62403
12 H -1.03606 1.70787 1.33308
13 H -1.37785 -0.56614 1.85450
14 H 0.43861 -1.22912 1.93689
15 H -0.09594 -2.98803 0.96073
16 H -1.65188 -2.33316 0.33099

Formula: C3H9N5
Source: OMol25
Level of theory: ωB97M-V/def2-TZVPD

For the maximum force, the calculation gives 7.663 eV/Å. The molecular weight comes out at 115.1 g mol⁻¹. Its energy relative to the best compared isomer or geometry (same formula, charge and spin) is 272.0 kcal per mole. The electronic energy comes out at -10696.2540 eV.

CARTESIAN COORDINATES (ANGSTROEM)
1 C -0.33767 -0.72944 -0.02654
2 C -0.47226 0.63633 -0.07789
3 C 0.48743 1.34804 -0.70813
4 H 2.07406 -0.89555 0.77259
5 H 2.57268 -1.87771 -0.86900
6 H 0.73268 -2.48465 -0.41492
7 H -1.33534 1.03704 0.31894
8 H 1.50166 1.09640 -0.77153
9 H -0.17857 3.49010 -0.05916
10 H 1.30650 3.05524 -1.21954
11 H -2.26175 -0.73340 2.61834
12 H -3.38108 -2.01862 0.71814
13 N 1.86336 -0.85319 -0.42584
14 N 0.63825 -1.46842 -0.81580
15 N 0.37862 2.67728 -0.84771
16 N -1.21275 -1.41749 0.64363
17 N -2.37581 -0.86196 1.16442

Formula: C4H12NO2
Source: OMol25
Level of theory: ωB97M-V/def2-TZVPD

For the maximum force, the calculation gives 3.910 eV/Å. The molecular weight comes out at 106.1 g mol⁻¹. The total charge is -1. Its energy relative to the best compared isomer or geometry (same formula, charge and spin) is 29.5 kcal per mole. The electronic energy comes out at -9926.9440 eV.

CARTESIAN COORDINATES (ANGSTROEM)
1 C 0.02595 1.21538 -1.84987
2 C 0.18406 -0.12734 -1.11859
3 C -1.06230 -0.04311 -0.10388
4 C -1.04042 -1.25269 0.76680
5 O -0.75591 -1.11006 2.17496
6 N 1.46611 -0.34312 -0.40675
7 H -0.99788 1.61457 -2.00956
8 H 0.64235 1.35412 -2.79809
9 H 0.40059 2.03395 -1.18492
10 H 0.01550 -0.93954 -1.80805
11 H -2.04673 0.02904 -0.62625
12 H -1.00293 0.82903 0.55825
13 H -0.30615 -2.07867 0.50858
14 H -2.06333 -1.59098 0.88090
15 H 1.47791 0.29628 0.38925
16 H 2.25579 0.06699 -0.90252
17 H 1.69033 -0.17593 2.77447
18 H 0.06382 -0.29243 2.18035
19 O 1.05322 0.51453 2.57489

Formula: C26H40Cl3N4O3SiTi
Source: OMol25
Level of theory: ωB97M-V/def2-TZVPD

The expectation value of S² is 2.0149. The spin multiplicity is 3. For the maximum force, the calculation gives 3.364 eV/Å. The molecular weight comes out at 638.9 g mol⁻¹. The total charge is -1. Its energy relative to the best compared isomer or geometry (same formula, charge and spin) is 8.5 kcal per mole. The electronic energy comes out at -108282.4326 eV.

CARTESIAN COORDINATES (ANGSTROEM)
1 C -2.26966 2.83233 -0.57637
2 C -2.95897 1.51157 -0.59360
3 H -2.60824 3.50494 -1.37144
4 H -1.17891 2.70879 -0.67008
5 H -2.46870 3.34292 0.38006
6 C -3.98617 1.16447 -1.39532
7 C -4.65711 2.09660 -2.35137
8 H -4.43823 0.17844 -1.32007
9 H -4.14720 3.06129 -2.45088
10 H -5.69505 2.29306 -2.03957
11 H -4.73184 1.64735 -3.35246
12 Ti 0.62484 -0.14811 0.53533
13 Cl 0.00702 0.47832 2.64404
14 Cl 1.75397 1.75171 -0.00624
15 C -0.81154 -2.60415 1.74321
16 O 0.01227 -2.20008 0.88558
17 N -1.09701 -3.89637 1.89234
18 C -0.56980 -4.89682 0.96128
19 C -2.07311 -4.32999 2.87782
20 H -1.31923 -1.89866 2.42676
21 H 0.20570 -4.46949 0.32712
22 H -1.38212 -5.30029 0.34394
23 H -0.15503 -5.73008 1.53810
24 H -2.38666 -3.46134 3.47152
25 H -1.62540 -5.08620 3.53466
26 H -2.94938 -4.76585 2.37401
27 H -0.98785 1.38741 -2.73573
28 H -2.56147 -0.75655 -3.43868
29 C -0.15008 0.78154 -3.10955
30 C -1.59437 -1.14300 -3.80342
31 N -0.47523 -0.65155 -3.00712
32 H 0.75211 0.98246 -2.53360
33 C 0.16692 -1.43874 -2.14112
34 O 1.00837 -0.99856 -1.30058
35 H -1.60879 -2.24042 -3.77092
36 H -0.09927 -2.51160 -2.15087
37 H 0.00697 1.02162 -4.16547
38 H -1.47791 -0.81702 -4.84716
39 O -1.08310 0.18936 -0.03411
40 C -2.37922 0.54984 0.40033
41 C -3.14323 -1.78153 -0.29171
42 C -3.18449 -0.73477 0.62751
43 H -2.51118 -1.68300 -1.18046
44 C -3.94632 -2.90948 -0.08181
45 H -2.22416 1.07776 1.35264
46 C -3.99633 -0.78948 1.75565
47 H -3.94987 -3.71353 -0.82990
48 C -4.77515 -2.96247 1.04730
49 C -4.79136 -1.91136 1.97151
50 H -4.02321 0.06162 2.42906
51 H -5.39979 -3.85304 1.21397
52 H -5.45303 -1.94222 2.83815
53 Si 4.06651 5.42043 -1.01017
54 Cl 2.09279 5.76163 -1.64879
55 C 4.87784 4.46879 -2.41248
56 C 3.71359 4.64604 0.63775
57 C 5.22530 6.89891 -0.76535
58 H 4.18604 3.71095 -2.79888
59 H 5.79145 3.97012 -2.05940
60 H 5.15347 5.14443 -3.23841
61 H 5.49741 7.42420 -1.68270
62 H 6.16906 6.53465 -0.34155
63 H 4.85520 7.64881 -0.06358
64 H 2.95168 3.86359 0.51633
65 H 3.30897 5.41242 1.32202
66 H 4.61053 4.19707 1.08879
67 N 6.51904 -3.92212 3.74029
68 C 5.58678 -3.36313 3.30646
69 C 4.50199 -2.60887 2.72549
70 C 4.65167 -1.97366 1.49126
71 C 3.58062 -1.25408 0.94907
72 N 2.39802 -1.14432 1.58741
73 C 2.22976 -1.80714 2.74619
74 C 3.25329 -2.52045 3.36739
75 H 5.60491 -2.02620 0.97595
76 H 3.65743 -0.76040 -0.02203
77 H 1.25129 -1.73079 3.22820
78 H 3.05199 -2.98854 4.33841

Formula: C33H67N3O9S2
Source: OMol25
Level of theory: ωB97M-V/def2-TZVPD

Its SMILES is CCCCN(CCCC[C@H]1C(=O)O[C@](N)(COCCOCCOCC)[C@H]1OCCOCC)C(=S)SCCC.COCCNCCOC. For the maximum force, the calculation gives 2.284 eV/Å. The molecular weight comes out at 714.0 g mol⁻¹. The electronic energy comes out at -79871.6091 eV.

CARTESIAN COORDINATES (ANGSTROEM)
1 C -3.96387 -0.80384 -1.51059
2 C -5.32169 -0.59686 -0.82368
3 C -5.23828 -0.84885 0.68567
4 C -6.44158 -0.28333 1.43177
5 N -6.21347 0.06585 2.86292
6 C -6.10443 -1.11601 3.73741
7 C -4.73266 -1.79342 3.74647
8 C -3.55697 -0.92989 4.25427
9 C -2.57412 -0.45439 3.15868
10 C -1.09156 -0.60191 3.56139
11 C -0.37272 -0.83913 2.23494
12 O -0.27929 -1.83312 1.62735
13 O 0.12586 0.34361 1.78457
14 C 0.67609 0.97884 2.95344
15 N 0.77967 2.38253 2.66778
16 C 2.04456 0.29117 3.25838
17 O 2.72219 -0.19988 2.14166
18 C 3.22982 0.78131 1.25595
19 C 4.23493 0.11522 0.32592
20 O 4.00834 0.59208 -0.98673
21 C 5.11747 0.39865 -1.84587
22 C 4.79943 0.97237 -3.21295
23 O 5.11906 2.35656 -3.23198
24 C 5.59091 2.82488 -4.47762
25 C 4.63439 2.58343 -5.64810
26 C -0.30186 0.60826 4.12491
27 O -0.98793 1.64921 4.77311
28 C -1.73077 2.62248 4.03002
29 C -3.14348 2.77642 4.60084
30 O -3.41097 4.09678 5.03868
31 C -3.47872 5.05777 3.99769
32 C -4.39722 6.18489 4.42602
33 C -7.22989 0.94811 3.25532
34 S -8.49564 0.62054 4.22375
35 S -6.93266 2.57561 2.60429
36 C -8.56183 3.07521 1.99595
37 C -8.70370 3.01179 0.46523
38 C -9.62862 1.87573 -0.02330
39 H -3.38889 0.12431 -1.49481
40 H -4.06547 -1.14127 -2.54238
41 H -3.37081 -1.54474 -0.96600
42 H -6.07962 -1.24421 -1.27429
43 H -5.64998 0.43649 -0.98508
44 H -4.32457 -0.39766 1.07538
45 H -5.19429 -1.93303 0.83305
46 H -7.31211 -0.95167 1.37488
47 H -6.72386 0.64772 0.93461
48 H -6.28302 -0.76739 4.75591
49 H -6.88363 -1.84163 3.47705
50 H -4.49586 -2.24692 2.78233
51 H -4.85504 -2.63015 4.44305
52 H -2.98567 -1.53434 4.96275
53 H -3.95463 -0.06945 4.79790
54 H -2.81566 0.56275 2.84897
55 H -2.72823 -1.08715 2.28051
56 H -0.94529 -1.50179 4.15999
57 H 0.86162 2.56539 1.67811
58 H 1.52398 2.82345 3.18730
59 H 2.66839 1.00289 3.82456
60 H 1.88327 -0.57387 3.90847
61 H 2.43255 1.19364 0.62601
62 H 3.67585 1.61524 1.81495
63 H 5.26845 0.32946 0.62473
64 H 4.07719 -0.97035 0.37388
65 H 5.33865 -0.67222 -1.94097
66 H 5.99585 0.91924 -1.44509
67 H 5.37978 0.42035 -3.96159
68 H 3.73057 0.83547 -3.41315
69 H 5.74631 3.89914 -4.35357
70 H 6.57411 2.38030 -4.69521
71 H 4.78454 3.33973 -6.41908
72 H 4.77492 1.59397 -6.08792
73 H 3.60238 2.63945 -5.29215
74 H 0.33407 0.21878 4.92455
75 H -1.72153 2.40574 2.96189
76 H -1.22065 3.58212 4.14568
77 H -3.22493 2.13582 5.48153
78 H -3.90818 2.46819 3.87385
79 H -2.47518 5.44761 3.77519
80 H -3.84501 4.58976 3.07452
81 H -4.16760 6.49627 5.44596
82 H -5.44303 5.87755 4.37455
83 H -4.25477 7.04328 3.76307
84 H -9.28791 2.42218 2.48353
85 H -8.76208 4.07782 2.37844
86 H -9.13477 3.96310 0.14114
87 H -7.72101 2.92885 -0.00204
88 H -9.18458 1.34046 -0.86739
89 H -9.78448 1.12727 0.75880
90 H -10.59729 2.25827 -0.34348
91 C 9.81539 -5.09330 -6.38475
92 O 8.46096 -5.40027 -6.63878
93 C 7.88109 -6.34636 -5.75128
94 C 6.87334 -5.70183 -4.82507
95 N 7.51788 -4.81903 -3.86459
96 C 6.61362 -3.98286 -3.08442
97 C 5.70617 -2.99987 -3.81455
98 O 6.38156 -1.91061 -4.42064
99 C 6.93039 -2.17949 -5.69730
100 H 10.18469 -4.53451 -7.24293
101 H 9.94710 -4.47795 -5.48740
102 H 10.41508 -6.00163 -6.27324
103 H 8.65808 -6.86383 -5.17997
104 H 7.36217 -7.08950 -6.36259
105 H 6.34659 -6.49119 -4.27968
106 H 6.13503 -5.18510 -5.45385
107 H 8.18070 -4.22817 -4.34853
108 H 7.22530 -3.40556 -2.38648
109 H 5.97896 -4.63893 -2.47921
110 H 5.04448 -2.56052 -3.06461
111 H 5.05833 -3.49275 -4.54952
112 H 6.30775 -2.87655 -6.26424
113 H 7.94603 -2.57989 -5.63601
114 H 6.97769 -1.23317 -6.23680

Formula: C8H4ClMoNS6
Source: OMol25
Level of theory: ωB97M-V/def2-TZVPD

For the maximum force, the calculation gives 0.775 eV/Å. The molecular weight comes out at 437.9 g mol⁻¹. Its energy relative to the best compared isomer or geometry (same formula, charge and spin) is 0.0 kcal per mole. The electronic energy comes out at -89242.9778 eV.

CARTESIAN COORDINATES (ANGSTROEM)
1 Mo 0.19571 0.33682 0.04342
2 S 5.39798 -0.25831 5.08875
3 C 4.20292 -0.17704 3.98798
4 S 4.03102 -1.27779 2.64414
5 C 2.59964 -0.55056 1.96042
6 C 2.10936 0.50934 2.60307
7 S 0.67128 1.32495 2.00567
8 S 2.95263 1.04246 4.02718
9 S 1.79065 -1.19969 0.55159
10 S -1.49265 -1.28105 0.02006
11 C -2.58570 0.08763 -0.04436
12 C -3.96478 0.06144 -0.07898
13 C -4.63129 1.27982 -0.09010
14 C -3.90768 2.46173 -0.04928
15 C -2.52905 2.39560 -0.00338
16 N -1.87695 1.23364 -0.01130
17 H -4.49488 -0.87981 -0.09580
18 H -5.71310 1.30793 -0.12821
19 H -4.40359 3.42169 -0.05340
20 H -1.91446 3.28655 0.03480
21 Cl 0.89952 1.51435 -1.75637

Formula: C5H8N2O
Source: OMol25
Level of theory: ωB97M-V/def2-TZVPD

For the maximum force, the calculation gives 2.696 eV/Å. The molecular weight comes out at 112.1 g mol⁻¹. Its energy relative to the best compared isomer or geometry (same formula, charge and spin) is 135.8 kcal per mole. The electronic energy comes out at -10336.8361 eV.

CARTESIAN COORDINATES (ANGSTROEM)
1 C -0.60755 1.05856 0.62595
2 C -0.43015 -0.72275 -1.17518
3 N -0.08999 2.15970 1.29671
4 C 0.01306 0.43119 -0.47160
5 C 0.80616 -0.95616 0.21471
6 C -0.75289 -1.76050 -1.89217
7 O -1.64408 0.41452 1.22736
8 N 2.07750 -1.03090 0.22927
9 H -1.92161 0.93635 1.99150
10 H 0.42701 2.79829 0.71428
11 H 0.41099 1.95568 2.15965
12 H 2.53670 -0.32305 -0.34421
13 H 0.72410 1.05261 -1.01089
14 H 0.22522 -1.59219 0.87765
15 H -0.31623 -2.74561 -1.72727
16 H -1.45824 -1.67576 -2.71575

Formula: C5H11NO
Source: OMol25
Level of theory: ωB97M-V/def2-TZVPD

Its SMILES is C=C/C=C/NC.O. For the maximum force, the calculation gives 5.619 eV/Å. The molecular weight comes out at 101.1 g mol⁻¹. Its energy relative to the best compared isomer or geometry (same formula, charge and spin) is 78.2 kcal per mole. The electronic energy comes out at -8898.3079 eV.

CARTESIAN COORDINATES (ANGSTROEM)
1 C -2.30097 1.02117 -0.28573
2 N -1.89538 0.98959 1.15600
3 C -0.80815 0.15604 1.44335
4 C 0.23161 -0.06930 0.42022
5 C 1.41834 -0.87359 0.73302
6 C 2.67455 -0.56259 0.48140
7 H -1.95597 1.89111 -0.92856
8 H -3.38798 0.87683 -0.60657
9 H -1.87368 0.17889 -0.80734
10 H -2.65557 0.96774 1.77268
11 H -0.75016 -0.41676 2.34604
12 H 0.37980 0.73160 -0.29684
13 H 1.11790 -1.89279 0.96027
14 H 3.57534 -1.16798 0.64516
15 H 2.91987 0.44787 0.13072
16 H 1.19511 -0.21041 -2.08352
17 H 0.70138 -0.09912 -3.50317
18 O 0.83866 -0.78306 -2.80930

> Among the records above, which one has the highest maximum force?

C3H9N5